1.
# C32H67N5O9S3

A 14-piece molecular cluster, C32H67N5O9S3 overall at a distorted geometry (wB97M-V/def2-TZVPD, the Open Molecules 2025 dataset).

```
116
Properties=species:S:1:pos:R:3:forces:R:3
C -21.053 21.368 8.054 -0.1 0.9 -0.3
O -21.760 20.190 8.386 0.7 -0.2 -0.1
H -21.332 22.096 8.815 0.3 0.6 -0.3
H -19.969 21.255 8.020 0.2 -0.3 0.3
H -21.294 21.739 7.057 -0.5 -0.1 0.1
H -21.327 20.018 9.225 -0.5 -0.9 0.3
C -20.969 17.095 3.793 -0.5 0.7 0.7
O -22.111 17.847 4.350 0.9 -1.2 -0.9
H -20.433 16.486 4.521 -0.1 0.2 0.5
H -21.279 16.361 3.049 -0.5 0.5 -0.1
H -20.261 17.801 3.360 0.0 -0.1 -0.2
H -21.870 18.199 5.210 0.2 -0.1 0.0
C -18.062 22.719 2.571 1.3 0.0 0.2
O -18.475 23.708 3.501 -0.7 -0.3 -0.3
H -18.822 22.019 2.224 -0.2 0.2 0.2
H -17.562 23.189 1.724 -0.2 0.0 -0.3
H -17.270 22.161 3.071 -0.1 -0.3 0.0
H -19.373 23.930 3.243 -0.1 0.4 0.2
C -27.923 16.163 6.097 0.1 -0.4 -0.1
O -27.895 14.714 6.226 0.4 1.1 0.2
H -28.160 16.675 7.029 -0.9 -0.5 0.1
H -26.990 16.689 5.898 0.5 -0.7 -0.7
H -28.618 16.344 5.276 -0.1 0.5 0.3
H -26.994 14.395 6.134 0.0 0.1 0.0
C -28.333 19.569 11.158 -0.5 0.4 0.6
O -29.720 19.373 10.909 0.0 -0.3 -0.3
H -27.829 19.740 10.206 0.0 -0.1 0.2
H -28.239 20.442 11.803 0.3 0.3 -0.1
H -27.893 18.751 11.728 0.1 -0.3 -0.4
H -30.105 18.903 11.652 0.0 0.0 0.0
C -22.760 27.875 7.265 0.6 0.3 0.4
O -23.121 28.933 8.142 -0.4 0.4 -0.1
H -23.315 27.985 6.334 -0.2 -0.1 0.2
H -21.703 27.954 7.011 0.1 -0.2 -0.1
H -22.933 26.918 7.758 -0.1 -0.2 -0.3
H -22.483 29.011 8.855 0.1 -0.2 -0.1
N -26.596 23.736 4.749 -1.1 -0.8 1.0
C -27.674 24.596 4.820 0.0 0.2 -0.6
C -28.826 23.919 5.171 2.0 0.2 -0.2
C -28.381 22.573 5.424 -1.5 0.2 0.0
C -27.051 22.485 5.185 0.7 0.6 -0.8
H -25.647 23.924 4.460 -0.4 0.2 0.2
H -27.580 25.643 4.572 0.2 -0.1 -0.1
H -29.771 24.442 5.170 -0.1 -0.6 0.3
H -29.032 21.748 5.672 0.2 0.0 0.1
H -26.417 21.611 5.192 0.0 0.2 0.0
N -24.417 19.843 -0.179 1.0 -1.2 0.6
C -23.474 19.791 -1.169 0.4 0.9 -0.2
C -23.890 20.634 -2.188 -0.9 -0.9 0.3
C -25.225 21.017 -1.835 0.1 0.7 0.2
C -25.482 20.561 -0.563 -0.8 0.4 -0.8
H -24.289 19.403 0.721 -0.2 0.0 -0.3
H -22.595 19.178 -1.042 0.0 0.3 0.0
H -23.399 20.878 -3.118 0.1 -0.2 0.1
H -25.926 21.592 -2.423 0.2 0.1 0.0
H -26.382 20.612 0.032 0.2 0.1 0.0
N -36.793 22.086 9.159 -0.2 0.1 0.0
C -37.331 22.646 8.044 -0.9 0.9 -0.6
C -36.453 22.536 7.011 0.4 0.0 -0.2
C -35.318 21.872 7.520 0.5 -0.6 0.1
C -35.542 21.612 8.847 -0.1 -0.3 0.4
H -37.354 21.883 9.975 0.5 0.1 0.0
H -38.244 23.222 8.046 -0.1 -0.4 0.2
H -36.536 22.896 5.996 -0.3 0.1 0.2
H -34.475 21.531 6.937 0.1 0.2 0.2
H -34.954 21.153 9.628 0.1 -0.1 -0.3
N -27.248 31.724 5.336 1.3 0.7 1.4
C -28.034 32.622 6.057 -1.1 -0.4 -2.5
C -28.906 33.175 5.082 0.7 -0.8 1.8
C -28.595 32.594 3.850 1.8 0.1 -0.8
C -27.408 31.824 3.993 -3.0 0.7 0.0
H -26.553 31.136 5.774 0.0 0.3 -0.1
H -28.006 32.715 7.133 0.1 -0.1 -0.2
H -29.684 33.901 5.266 0.0 -0.1 0.1
H -29.109 32.835 2.931 0.3 0.0 -0.1
H -26.774 31.389 3.235 -0.1 -0.3 0.4
N -34.837 18.153 0.223 0.2 -1.1 -0.2
C -33.691 18.795 -0.161 -1.7 1.0 -1.8
C -32.907 18.890 0.907 2.6 1.4 0.4
C -33.435 18.187 1.973 -1.5 -0.7 0.3
C -34.632 17.673 1.480 -0.2 0.4 1.4
H -35.719 18.069 -0.261 0.5 -0.2 -0.2
H -33.569 19.285 -1.115 -0.2 -0.1 0.0
H -32.073 19.575 0.905 0.4 -0.4 0.1
H -33.080 18.213 2.993 0.0 -0.5 -0.1
H -35.390 17.077 1.967 0.0 0.1 0.0
C -30.875 25.653 10.056 -0.3 -0.1 0.2
S -30.057 26.911 11.148 0.2 -1.2 0.1
O -29.412 26.123 12.285 -0.4 1.1 -1.8
C -28.817 27.482 9.853 0.1 -0.8 0.5
H -30.235 24.799 9.837 0.4 0.4 -0.1
H -31.296 26.106 9.158 0.4 0.2 -0.1
H -31.741 25.201 10.540 0.1 0.4 0.6
H -28.102 26.681 9.666 0.0 -0.1 0.2
H -28.279 28.360 10.211 -0.2 -0.1 0.1
H -29.299 27.678 8.895 -0.4 0.2 0.3
C -21.595 27.630 -0.534 -0.5 -1.6 0.4
S -22.582 26.117 -0.049 -2.0 2.2 2.0
O -22.635 26.192 1.492 0.2 -0.4 -2.3
C -24.331 26.772 -0.571 0.8 0.0 -0.2
H -21.399 27.467 -1.594 0.3 0.5 0.1
H -20.743 27.429 0.115 0.4 0.3 -0.4
H -22.024 28.594 -0.264 -0.3 -0.3 -0.2
H -25.099 26.182 -0.070 0.4 -0.1 0.2
H -24.548 26.749 -1.639 0.5 -0.5 -0.2
H -24.434 27.832 -0.340 0.3 -0.1 0.6
C -32.900 25.583 0.025 0.9 0.4 0.1
S -31.012 25.601 -0.142 -1.7 -0.9 -0.5
O -30.848 25.159 -1.587 0.2 1.2 1.5
C -30.872 27.412 0.121 0.4 -0.5 -1.5
H -33.294 26.267 -0.726 0.2 -0.2 -0.3
H -33.273 25.963 0.976 0.3 -0.2 0.3
H -33.231 24.559 -0.151 0.1 0.1 0.0
H -29.871 27.698 -0.203 0.2 -0.1 0.3
H -31.038 27.679 1.165 -0.2 -0.1 -0.2
H -31.532 27.852 -0.627 -0.3 0.3 0.4
```
Forces are in eV/Å.

* E_LUMO: 0.0 eV
* orbital gap: 8.11 eV

Atom charges from the Löwdin analysis, given in e for atoms 1 to 99: C -0.179; O -0.119; H 0.078; H 0.075; H 0.077; H 0.069; C -0.129; O -0.139; H 0.069; H 0.071; H 0.067; H 0.058; C -0.172; O -0.119; H 0.077; H 0.071; H 0.074; H 0.069; C -0.145; O -0.129; H 0.067; H 0.068; H 0.076; H 0.063; C -0.163; O -0.130; H 0.079; H 0.071; H 0.073; H 0.069; C -0.162; O -0.133; H 0.078; H 0.074; H 0.074; H 0.071; N 0.014; C -0.160; C -0.099; C -0.128; C -0.143; H 0.142; H 0.099; H 0.085; H 0.089; H 0.103; N -0.014; C -0.141; C -0.102; C -0.117; C -0.157; H 0.150; H 0.102; H 0.085; H 0.087; H 0.110; N 0.001; C -0.167; C -0.120; C -0.120; C -0.137; H 0.148; H 0.106; H 0.093; H 0.091; H 0.105; N -0.029; C -0.102; C -0.125; C -0.128; C -0.125; H 0.143; H 0.097; H 0.085; H 0.082; H 0.101; N 0.009; C -0.159; C -0.165; C -0.099; C -0.141; H 0.149; H 0.110; H 0.100; H 0.093; H 0.103; C -0.267; S 0.831; O -0.583; C -0.252; H 0.055; H 0.044; H 0.042; H 0.049; H 0.038; H 0.042; C -0.253; S 0.853; O -0.617

=====

2.
# C32H68O24S8

A 10-piece molecular cluster, C32H68O24S8 overall at a distorted geometry (wB97M-V/def2-TZVPD, the Open Molecules 2025 dataset).

```
132
Properties=species:S:1:pos:R:3:forces:R:3
O 0.810 2.719 2.394 0.1 0.0 -0.3
S 0.548 3.549 1.239 -1.0 0.5 0.4
O 0.951 3.089 -0.074 0.5 0.1 0.2
C -1.202 3.984 1.218 -0.1 0.4 -0.6
C -1.268 5.149 2.205 -0.1 -0.8 -0.4
C -0.078 6.080 1.903 -0.6 -0.2 0.6
C 1.160 5.228 1.568 -0.4 -0.1 -0.6
H -1.844 3.119 1.386 0.3 -0.1 0.5
H -1.501 4.331 0.224 0.5 0.0 -0.2
H -2.226 5.652 2.093 0.0 0.1 0.2
H -1.180 4.704 3.197 -0.1 0.4 0.2
H -0.023 6.739 2.769 0.7 0.0 -0.1
H -0.264 6.715 1.039 -0.3 -0.1 0.0
H 1.951 5.115 2.305 -0.1 0.2 0.1
H 1.503 5.604 0.605 0.6 -0.3 0.1
O 0.742 -6.675 -0.145 -0.4 -0.2 -0.5
S 1.893 -5.912 -0.534 1.8 0.4 1.2
O 2.623 -6.182 -1.768 -0.7 0.3 0.7
C 1.620 -4.130 -0.339 -0.9 -1.3 -0.6
C 2.963 -3.575 -0.009 -0.3 -0.1 0.8
C 3.631 -4.527 1.034 1.1 0.4 -1.2
C 3.074 -5.935 0.889 -0.8 -0.1 0.0
H 0.826 -4.040 0.405 0.4 0.0 0.4
H 1.122 -3.794 -1.253 1.9 -0.4 1.6
H 3.566 -3.552 -0.915 0.1 0.2 0.1
H 2.816 -2.581 0.417 0.3 0.1 -0.2
H 3.612 -4.101 2.035 -0.3 -0.3 0.1
H 4.677 -4.534 0.722 0.1 -0.1 0.4
H 2.460 -6.208 1.747 -0.1 -0.1 -0.1
H 3.798 -6.730 0.732 0.1 0.1 -0.1
O 4.148 6.098 -3.100 0.1 -0.2 0.6
S 3.422 5.504 -1.997 0.8 -0.4 -0.1
O 2.037 5.853 -1.865 -1.0 0.2 0.4
C 3.613 3.700 -2.049 -0.6 0.7 0.6
C 4.777 3.444 -1.097 0.2 -0.4 -0.6
C 4.512 4.313 0.133 -0.1 -0.3 0.0
C 4.328 5.735 -0.390 0.1 -0.4 -1.3
H 3.624 3.424 -3.098 0.5 -0.2 0.1
H 2.706 3.316 -1.582 -0.1 0.0 -0.2
H 4.834 2.395 -0.807 0.0 0.0 -0.1
H 5.715 3.699 -1.596 0.1 0.1 0.2
H 5.310 4.176 0.861 0.1 0.4 0.0
H 3.613 3.908 0.607 -0.1 0.3 0.0
H 5.275 6.090 -0.800 0.1 0.3 0.5
H 3.829 6.479 0.221 0.0 -0.1 0.0
O -3.650 -5.370 -2.339 0.0 0.6 0.2
S -2.996 -4.174 -1.858 0.2 -0.1 0.3
O -3.544 -3.448 -0.716 0.2 -0.3 -0.9
C -1.226 -4.533 -1.645 -0.6 0.2 -1.0
C -0.527 -3.221 -2.021 -1.6 -0.6 -0.4
C -1.228 -2.711 -3.277 0.6 0.1 -0.9
C -2.743 -2.965 -3.206 0.3 -0.4 0.0
H -1.075 -5.236 -2.469 0.1 -0.2 0.1
H -0.958 -5.027 -0.715 -0.3 0.2 0.0
H -0.610 -2.479 -1.224 0.1 -0.8 -0.6
H 0.510 -3.530 -2.154 -1.2 1.3 -1.9
H -0.797 -3.200 -4.156 -0.2 -0.4 0.1
H -0.984 -1.671 -3.501 -0.2 0.1 0.4
H -3.100 -3.439 -4.117 -0.1 0.0 0.0
H -3.334 -2.076 -3.004 0.0 0.0 0.2
O 3.880 0.332 5.953 -0.2 -0.9 -0.2
S 3.203 -0.785 5.309 -0.5 1.6 0.5
O 3.938 -1.966 4.931 -0.3 -0.1 0.3
C 1.634 -1.147 6.253 0.3 0.3 -1.6
C 0.627 -1.280 5.081 0.4 -0.1 0.8
C 0.878 -0.156 4.075 -0.4 -0.3 -0.4
C 2.372 -0.151 3.817 0.4 0.3 -0.2
H 1.377 -0.271 6.842 0.4 0.0 0.3
H 1.759 -2.060 6.824 0.0 0.1 0.1
H 0.873 -2.246 4.637 -0.5 -0.1 -0.3
H -0.388 -1.240 5.471 -0.1 -0.3 -0.1
H 0.465 0.809 4.372 0.4 0.0 0.5
H 0.326 -0.341 3.149 0.2 -0.3 -0.1
H 2.768 0.835 3.582 0.0 0.0 0.3
H 2.694 -0.806 3.007 -0.3 -0.2 0.1
O -6.508 1.106 2.809 0.3 -0.8 -0.2
S -6.318 -0.018 1.905 0.5 0.1 -0.4
O -6.526 -1.389 2.335 0.0 0.8 -0.1
C -7.282 0.334 0.388 1.0 -0.6 0.7
C -6.265 0.368 -0.763 0.1 0.5 -0.4
C -4.935 -0.295 -0.375 -0.3 -1.5 0.4
C -4.672 0.060 1.090 -0.3 1.5 -0.1
H -7.716 1.305 0.597 -0.4 -0.1 -0.2
H -7.986 -0.495 0.381 -0.2 0.2 -0.3
H -6.633 -0.103 -1.674 -0.2 0.0 0.1
H -6.099 1.416 -1.019 0.1 0.0 0.0
H -4.131 -0.086 -1.080 0.1 0.6 0.3
H -5.045 -1.376 -0.501 -0.1 -0.1 0.4
H -4.422 1.128 1.117 -0.2 0.1 0.0
H -3.899 -0.384 1.711 -0.2 -0.8 -0.2
O -3.577 -5.218 2.903 1.3 -0.4 -0.4
S -2.188 -5.387 2.578 -0.4 0.9 -0.3
O -1.539 -6.658 2.634 -0.4 1.1 -0.1
O -1.840 -4.649 1.177 -0.5 -1.1 0.5
C -1.841 -3.209 1.354 -0.7 -1.3 0.7
C -1.107 -3.135 2.695 0.9 2.3 -1.1
O -1.370 -4.278 3.448 -0.1 -0.9 0.3
H -1.325 -2.838 0.476 0.1 0.2 0.5
H -2.880 -2.873 1.360 0.2 0.1 0.2
H -1.326 -2.211 3.235 -0.5 -0.3 0.3
H -0.047 -3.006 2.440 0.2 -0.7 0.3
O -4.269 3.883 -3.814 0.8 -0.8 0.4
S -3.292 3.202 -3.012 0.4 0.7 -1.4
O -3.746 2.311 -1.994 0.6 0.4 -0.2
O -2.153 2.459 -3.924 -1.6 0.5 0.9
C -1.007 3.287 -4.127 0.1 0.2 -0.5
C -1.213 4.594 -3.314 1.9 -0.9 -0.4
O -2.283 4.325 -2.435 -0.7 -0.3 0.7
H -0.160 2.686 -3.804 0.0 0.2 0.2
H -0.901 3.501 -5.191 -0.1 0.0 0.0
H -1.266 5.490 -3.929 -1.0 -0.1 -0.1
H -0.283 4.737 -2.758 -0.3 0.0 0.5
O 3.448 0.956 -4.000 -0.5 -0.1 0.6
C 3.899 -0.387 -3.801 1.8 0.4 -0.2
C 3.148 -1.025 -2.661 -1.1 0.5 -0.1
O 1.751 -0.868 -2.914 -0.2 -0.5 0.6
H 3.873 1.358 -4.760 0.1 -0.3 -0.1
H 3.884 -0.916 -4.754 -0.6 -0.4 0.1
H 4.963 -0.348 -3.525 0.0 -0.1 0.1
H 3.410 -0.599 -1.683 0.1 0.5 -0.2
H 3.336 -2.086 -2.499 0.1 -0.1 -0.7
H 1.519 0.074 -2.909 0.1 0.0 0.1
O 0.115 1.231 -1.779 0.7 -0.1 0.0
C -0.933 0.459 -1.152 1.2 0.9 -1.3
C -0.500 -0.318 0.073 0.1 1.1 -0.1
O 0.337 -1.415 -0.210 0.4 0.3 0.9
H 0.440 1.945 -1.198 -0.3 -0.4 0.0
H -1.730 1.191 -1.007 -0.5 -0.6 0.5
H -1.135 -0.213 -1.988 -0.8 -0.2 0.4
H -1.437 -0.627 0.542 0.2 -0.5 0.2
H 0.037 0.330 0.774 -0.3 0.3 0.1
H 0.983 -1.209 -0.905 -0.2 0.4 -0.2
```
Forces are in eV/Å.

* SMILES: O=S1(=O)CCCC1.O=S1(=O)CCCC1.O=S1(=O)CCCC1.O=S1(=O)CCCC1.O=S1(=O)CCCC1.O=S1(=O)CCCC1.O=S1(=O)OCCO1.O=S1(=O)OCCO1.OCCO.OCCO
* E_LUMO: -0.2 eV
* orbital gap: 9.97 eV

Atom charges from the Löwdin analysis, given in e for atoms 1 to 99: O -0.305; S 0.708; O -0.342; C -0.211; C -0.207; C -0.186; C -0.193; H 0.110; H 0.102; H 0.122; H 0.119; H 0.118; H 0.118; H 0.110; H 0.070; O -0.311; S 0.705; O -0.320; C -0.257; C -0.207; C -0.189; C -0.197; H 0.104; H 0.025; H 0.102; H 0.107; H 0.110; H 0.109; H 0.100; H 0.102; O -0.321; S 0.676; O -0.342; C -0.215; C -0.212; C -0.215; C -0.187; H 0.092; H 0.075; H 0.118; H 0.122; H 0.122; H 0.095; H 0.100; H 0.096; O -0.313; S 0.731; O -0.334; C -0.195; C -0.234; C -0.195; C -0.184; H 0.123; H 0.071; H 0.071; H 0.079; H 0.121; H 0.096; H 0.100; H 0.092; O -0.347; S 0.695; O -0.329; C -0.178; C -0.234; C -0.228; C -0.219; H 0.101; H 0.101; H 0.106; H 0.119; H 0.112; H 0.090; H 0.095; H 0.095; O -0.349; S 0.697; O -0.323; C -0.192; C -0.208; C -0.228; C -0.213; H 0.095; H 0.101; H 0.117; H 0.100; H 0.089; H 0.099; H 0.093; H 0.089; O -0.211; S 0.675; O -0.206; O -0.249; C -0.163; C -0.209; O -0.170; H 0.083; H 0.117